C3H3NOS | ωB97M-V with the def2-TZVPD basis set

Each line ends with the natural charge from an NBO analysis.
Cartesian coordinates (Å):
1 C -1.86685 -1.20983 -0.26876  -0.243
2 C -1.51591 -0.26078 0.46231  -0.290
3 C 0.46550 1.47683 0.05370  0.805
4 N 1.13472 0.43826 0.29070  -0.695
5 O 0.51307 2.69107 0.20993  -0.512
6 S 1.76471 -1.08856 -0.05381  0.293
7 H -1.79879 -1.65750 -1.15572  0.214
8 H -1.23042 0.33865 1.63233  0.305
9 H 2.53398 -0.72814 -1.17068  0.123

Total charge: 0
F_max in eV/Å: 6.86
Highest occupied orbital energy (spin up / spin down) in eV: -9.286 / -9.286